(1)
This record from the OMol25 dataset describes a structure of composition C25H33N6O7PTi. The level of theory is ωB97M-V/def2-TZVPD.

Kohn-Sham gap	7.88	eV
charge	0

Each line ends with the Mulliken charge.
Geometry (Å):
Ti 0.2497 0.2232 0.2664  -1.08
O -2.2783 -2.9984 0.6484  -0.71
C -1.7740 -1.8922 0.6838  0.17
O -0.8319 -1.4484 -0.0829  -0.52
C -2.1603 -0.8913 1.7512  0.47
C -3.2132 -0.9718 2.6503  -0.74
C -3.3573 0.0587 3.5720  -0.46
C -2.4515 1.1135 3.5905  -1.04
C -1.4210 1.0974 2.6622  0.22
N -1.3165 0.1193 1.7857  1.21
C -0.2955 2.1011 2.5191  0.47
O -0.2030 3.0483 3.2719  -0.74
O 0.5079 1.7898 1.5529  -0.69
H -3.8837 -1.8178 2.6141  0.59
H -4.1726 0.0358 4.2826  0.47
H -2.5191 1.9299 4.2946  0.59
C -2.6285 3.0125 -0.8818  -1.59
C -1.2224 2.4839 -0.8213  1.26
O -1.1181 1.2006 -0.6451  -0.16
C -0.1308 3.2954 -0.9731  -1.56
C 1.1781 2.7865 -1.1391  1.50
C 2.2353 3.6655 -1.7340  -1.47
N 1.4413 1.5403 -0.8438  1.15
N 2.6689 1.0590 -1.2718  -1.07
C 2.5998 -0.2328 -1.2116  0.42
O 1.5302 -0.8354 -0.7785  -0.21
C 3.7294 -1.0745 -1.6766  0.58
C 4.9960 -0.5208 -1.8563  -0.45
C 6.0492 -1.3165 -2.2736  -0.67
C 5.8446 -2.6665 -2.5311  -0.37
C 4.5809 -3.2150 -2.3763  -0.86
C 3.5252 -2.4223 -1.9481  -0.06
H -3.3297 2.1843 -0.9529  0.35
H -2.8466 3.5764 0.0273  0.30
H -2.7695 3.6829 -1.7279  0.45
H -0.2932 4.3472 -1.1593  0.38
H 1.8432 4.6604 -1.9273  0.44
H 3.0812 3.7331 -1.0488  0.29
H 2.6142 3.2314 -2.6579  0.30
H 5.1410 0.5308 -1.6529  0.47
H 7.0325 -0.8843 -2.4024  0.40
H 6.6680 -3.2870 -2.8608  0.41
H 4.4124 -4.2619 -2.5940  0.40
H 2.5333 -2.8360 -1.8444  0.38
C 4.1343 -3.3719 1.6823  -1.02
N 3.4170 -2.1237 1.8293  0.97
C 4.2804 -0.9516 1.8415  -1.14
P 1.8865 -1.9509 2.4239  0.00
O 1.2445 -0.7258 1.8428  0.29
N 1.1096 -3.3603 2.1310  0.40
C 0.2810 -4.0892 3.0736  -1.10
C 1.0202 -3.8573 0.7582  -1.63
N 1.8982 -1.7480 4.0652  0.43
C 1.5073 -0.5024 4.7020  -0.82
C 2.7926 -2.5818 4.8481  -1.08
H 4.6330 -3.3959 0.7099  0.18
H 3.4482 -4.2138 1.7399  0.35
H 4.8942 -3.4863 2.4646  0.30
H 4.8919 -0.9348 0.9388  0.33
H 4.9480 -0.9685 2.7117  0.35
H 3.6838 -0.0407 1.8666  0.20
H 0.2873 -3.6023 4.0460  0.35
H 0.6444 -5.1158 3.1843  0.32
H -0.7479 -4.1267 2.7050  0.25
H 1.4981 -3.1532 0.0815  0.43
H -0.0269 -3.9381 0.4624  0.40
H 1.4985 -4.8380 0.6728  0.37
H 0.7982 0.0289 4.0725  0.09
H 2.3694 0.1499 4.8768  0.27
H 1.0368 -0.7214 5.6630  0.31
H 2.9497 -3.5417 4.3557  0.33
H 2.3517 -2.7815 5.8278  0.37
H 3.7689 -2.1064 4.9983  0.27

Forces on atoms 1 to 2 (eV/Å):
0.08 -0.17 0.40
-0.06 0.13 -0.03

***

(2)
This record from the OMol25 dataset describes a structure of composition F12P2Rb in a non-equilibrium geometry. The level of theory is ωB97M-V/def2-TZVPD.

Kohn-Sham gap	7.66	eV
charge	-1

Each line ends with the Mulliken charge.
Geometry (Å):
Rb 3.0294 3.9907 -0.2847  1.00
P 2.5862 -2.4816 -2.7202  1.13
F 3.5704 -2.2468 -1.4418  -0.36
F 2.4959 -0.9072 -3.0041  -0.35
F 3.8482 -2.5920 -3.7405  -0.35
F 1.5928 -2.9022 -3.9577  -0.36
F 2.5844 -4.0839 -2.3924  -0.36
F 1.2502 -2.3351 -1.7766  -0.35
P -2.9814 1.9232 2.7521  1.15
F -1.3844 2.3508 3.0464  -0.39
F -3.3610 2.2270 4.3363  -0.37
F -3.2901 3.4441 2.2760  -0.35
F -4.5829 1.5569 2.5369  -0.37
F -2.6442 1.6135 1.1658  -0.36
F -2.7138 0.4425 3.2045  -0.32

Forces on atoms 1 to 2 (eV/Å):
-0.28 -0.36 0.03
-1.56 -2.04 0.17

***

(3)
This record from the OMol25 dataset describes a structure of composition C16H21Cu2F3N3O3 in a non-equilibrium geometry. The level of theory is ωB97M-V/def2-TZVPD.

<S²>	0.7626
Kohn-Sham gap (spin up / spin down)	4.75 / 3.62	eV
2S+1	2
charge	+2

Each line ends with the Mulliken charge.
Geometry (Å):
Cu 2.1416 0.2978 -4.1782  0.72
Cu 3.0430 0.3286 -0.7827  0.53
O 1.3648 0.0030 -2.0999  -0.64
H 0.9631 0.6190 -1.4566  0.20
N 1.0912 -2.9527 -1.6319  0.24
C 0.7144 -3.7677 -0.5283  -0.57
C 1.1706 -5.0049 -0.8374  -0.42
C 1.6319 -5.0470 -2.1547  -0.75
C 1.5187 -3.7316 -2.6301  -0.20
H 0.8342 -1.9809 -1.7298  0.07
H 0.2659 -3.4181 0.3898  0.43
H 1.1308 -5.8703 -0.1925  0.43
H 1.9727 -5.9526 -2.6344  0.41
H 1.7946 -3.3431 -3.5993  0.36
N -1.2889 4.0718 0.6076  0.02
C -0.8233 2.9970 -0.0823  -0.95
C -1.5550 1.9138 0.3509  0.66
C -2.4719 2.2918 1.3210  -0.84
C -2.3016 3.6564 1.4307  -0.50
H -0.9197 5.0092 0.5362  0.21
H -0.0410 3.1124 -0.8179  0.38
H -1.3945 0.9371 -0.0811  0.08
H -3.2042 1.7392 1.8909  0.42
H -2.8355 4.3054 2.1090  0.43
N -1.1946 -0.8935 -2.5442  0.41
C -2.1695 -1.2072 -1.6010  0.19
C -3.2869 -1.6990 -2.3520  -0.70
C -2.8936 -1.8390 -3.6475  -0.46
C -1.6493 -1.2906 -3.7798  -0.15
H -0.2588 -0.5830 -2.3254  0.19
H -1.8984 -0.9984 -0.5766  0.42
H -4.1498 -2.0703 -1.8191  0.42
H -3.4193 -2.3995 -4.4063  0.43
H -1.0308 -1.3588 -4.6625  0.39
C 1.8840 3.7272 4.2757  -1.13
C 2.2303 2.6698 3.2796  -0.15
O 1.2940 1.6246 3.3133  -0.19
C 1.1768 0.6805 2.3469  0.26
O 1.8115 0.5659 1.2958  -0.44
C 0.1755 -0.4378 2.6351  0.84
F -0.9269 -0.0223 3.2915  -0.22
F -0.2235 -0.9997 1.4619  -0.10
F 0.8690 -1.3327 3.3833  -0.24
H 2.7487 4.2942 4.6205  0.38
H 1.5535 3.3666 5.2498  0.33
H 1.1906 4.4217 3.8013  0.25
H 3.3097 2.5184 3.2878  0.33
H 2.0559 3.0494 2.2728  0.24

Forces on atoms 1 to 2 (eV/Å):
-0.50 0.00 1.44
-0.94 -0.38 0.23

***

(4)
This record from the OMol25 dataset describes a structure of composition C35H43AsN6O2Si2Ti in a non-equilibrium geometry. The level of theory is ωB97M-V/def2-TZVPD.

Kohn-Sham gap	4.82	eV
charge	-2

Each line ends with the Mulliken charge.
Geometry (Å):
Ti -0.2297 -0.7410 0.5501  -1.22
C 3.7152 3.2786 2.5385  -0.69
C 2.4659 3.8900 2.5207  -0.62
C 1.3362 3.2256 2.0532  -0.82
C 1.4091 1.8918 1.6064  -0.26
C 2.6946 1.3149 1.5692  0.51
C 3.8134 1.9851 2.0287  -0.62
N 0.3476 1.1603 1.1334  0.96
C -0.9982 1.5290 1.3024  0.10
C -1.5665 2.1791 2.4064  -0.53
C -2.9230 2.4249 2.4723  -1.19
C -3.7624 2.0267 1.4161  -0.65
C -3.2486 1.3726 0.3213  -0.83
C -1.8661 1.0822 0.2496  0.93
N -1.2328 0.4489 -0.7715  1.62
N -1.9440 0.2063 -1.9543  -1.49
C -1.3047 0.5556 -3.0612  0.30
C -1.8773 0.1131 -4.3074  -0.76
C -1.3160 0.4892 -5.4950  -0.24
C -0.1702 1.3063 -5.5103  -0.66
C 0.3347 1.6740 -4.2680  -0.31
N -0.1722 1.3370 -3.0867  -0.22
H 4.5869 3.7993 2.9189  0.35
H 2.3654 4.9140 2.8656  0.35
H 0.3927 3.7484 1.9971  0.52
H 2.7837 0.3252 1.1455  0.22
H 4.7808 1.4943 1.9796  0.38
H -0.9313 2.4637 3.2373  0.59
H -3.3372 2.9197 3.3454  0.34
H -4.8256 2.2370 1.4678  0.36
H -3.8673 1.0549 -0.5058  0.50
H -2.7418 -0.5404 -4.2661  0.29
H -1.7451 0.1414 -6.4308  0.32
H 0.3019 1.6238 -6.4329  0.34
H 1.2292 2.3021 -4.2231  0.30
C -0.4069 -0.3367 4.9876  -1.77
C -0.0115 -0.8999 3.6512  1.11
O -0.8134 -0.7414 2.7242  -0.32
C 1.2702 -1.5024 3.4916  -1.48
C 1.6300 -1.9866 2.2535  1.05
C 3.0574 -2.1417 1.8501  -0.77
N 0.7128 -2.4120 1.3635  1.18
N -0.3733 -3.1162 1.9033  -0.93
C -1.4932 -2.8818 1.3268  0.38
O -1.6527 -1.9239 0.4214  -0.32
C -2.6780 -3.6967 1.7059  0.42
C -3.9149 -3.3422 1.1971  -0.12
C -5.0501 -4.0767 1.5324  -0.89
C -4.9512 -5.1670 2.3811  -0.38
C -3.7091 -5.5187 2.8978  -0.77
C -2.5778 -4.7869 2.5622  -0.43
H -0.1532 0.7257 5.0165  0.23
H -1.4863 -0.4300 5.1078  0.33
H 0.1089 -0.8446 5.8052  0.49
H 2.0080 -1.3986 4.2766  0.34
H 3.7159 -1.4823 2.4172  0.43
H 3.3511 -3.1810 2.0225  0.45
H 3.1641 -1.9445 0.7875  -0.84
H -3.9737 -2.4846 0.5379  0.45
H -6.0145 -3.7904 1.1313  0.39
H -5.8334 -5.7417 2.6375  0.37
H -3.6240 -6.3670 3.5667  0.38
H -1.6006 -5.0428 2.9527  0.45
C 0.6063 -4.1540 -3.7139  -1.41
Si 0.0082 -3.4576 -2.0532  0.77
C -1.8488 -3.2745 -2.3070  -0.80
C 0.3080 -4.9236 -0.9001  -1.19
As 0.9654 -1.3749 -1.6111  0.57
Si 3.1450 -2.0856 -1.8730  0.91
C 3.5572 -1.9838 -3.7032  -1.32
C 4.2927 -0.7726 -1.1290  -1.47
C 3.7829 -3.7682 -1.3118  -1.09
H -0.0085 -5.0284 -3.9685  0.39
H 1.6553 -4.4735 -3.6843  0.29
H 0.4972 -3.4054 -4.5082  0.27
H -2.1215 -3.6186 -3.3109  0.46
H -2.1450 -2.2220 -2.2009  -0.17
H -2.4157 -3.8547 -1.5653  0.35
H -0.5147 -5.6445 -1.0016  0.39
H 0.3731 -4.6297 0.1539  0.18
H 1.2468 -5.4202 -1.1727  0.34
H 3.3874 -0.9523 -4.0360  0.28
H 2.9077 -2.6218 -4.3041  0.30
H 4.6033 -2.2592 -3.8982  0.32
H 3.7222 0.1512 -0.9821  0.26
H 5.1175 -0.5533 -1.8179  0.52
H 4.7203 -1.0573 -0.1588  0.35
H 3.4683 -4.5395 -2.0263  0.29
H 3.3793 -4.0487 -0.3310  0.21
H 4.8791 -3.7703 -1.2549  0.42

Forces on atoms 1 to 2 (eV/Å):
0.12 3.70 -1.57
-0.14 0.02 -0.01

***

(5)
This record from the OMol25 dataset describes a structure of composition C46H44MnN5O. The level of theory is ωB97M-V/def2-TZVPD.

<S²>	6.0462
Kohn-Sham gap (spin up / spin down)	6.80 / 7.08	eV
2S+1	5
charge	0

Each line ends with the Mulliken charge.
Geometry (Å):
Mn -0.3387 -0.6058 -0.2113  -0.25
N 6.2192 7.4531 2.1548  -0.51
C 5.5936 6.6001 1.7064  -0.04
C 4.8083 5.5323 1.1423  0.52
C 3.4745 5.3830 1.5118  -0.87
C 2.7120 4.3724 0.9539  0.24
C 3.3004 3.5075 0.0433  0.21
C 4.6342 3.6347 -0.3179  -0.56
C 5.3884 4.6581 0.2267  -0.86
N 2.5257 2.4595 -0.5257  0.30
C 2.5342 2.0414 -1.8442  -0.84
C 1.6185 1.0476 -1.9279  -1.17
N 1.0418 0.8618 -0.6901  2.05
C 1.6015 1.7285 0.1257  -1.11
H 3.0340 6.0647 2.2263  0.50
H 1.6682 4.2593 1.2214  0.36
H 5.0815 2.9239 -1.0003  0.55
H 6.4303 4.7712 -0.0393  0.46
H 3.1788 2.4903 -2.5788  0.66
H 1.3417 0.4426 -2.7744  0.50
H 1.3946 1.8367 1.1787  0.38
C -5.7059 -1.2129 0.4827  -0.75
C -5.0917 -2.1080 1.3506  -0.79
C -3.7364 -2.3708 1.2519  0.18
C -2.9541 -1.7425 0.2759  -0.64
C -3.5832 -0.8568 -0.5972  -0.52
C -4.9407 -0.5903 -0.4910  -0.36
N -1.5721 -2.0040 0.1764  1.81
C -1.1924 -3.3619 0.2980  -0.08
C -1.9301 -4.3505 -0.3604  0.04
C -1.5512 -5.6799 -0.2939  -0.74
C -0.4169 -6.0562 0.4142  -0.62
C 0.3248 -5.0818 1.0665  -0.83
C -0.0675 -3.7510 1.0201  -0.47
H -6.7652 -1.0068 0.5639  0.40
H -5.6741 -2.6056 2.1165  0.41
H -3.2660 -3.0645 1.9371  0.52
H -3.0066 -0.3852 -1.3839  0.31
H -5.4023 0.1033 -1.1833  0.45
H -2.7944 -4.0591 -0.9438  0.52
H -2.1339 -6.4252 -0.8218  0.37
H -0.1160 -7.0952 0.4573  0.39
H 1.2097 -5.3559 1.6283  0.44
H 0.5107 -3.0063 1.5504  0.33
C 4.9120 -1.7012 -0.8429  -0.73
C 4.0706 -1.5004 0.2411  -0.99
C 2.6939 -1.5828 0.0890  -0.21
C 2.1115 -1.8327 -1.1578  0.18
C 2.9747 -2.0404 -2.2445  -0.21
C 4.3481 -1.9809 -2.0825  -0.72
N 0.7203 -1.7864 -1.3090  1.47
C 0.1104 -2.5575 -2.3132  -0.16
C -0.9794 -2.0457 -3.0178  -0.28
C -1.6608 -2.8210 -3.9447  -0.96
C -1.2443 -4.1176 -4.2093  -0.64
C -0.1473 -4.6290 -3.5261  -0.75
C 0.5186 -3.8665 -2.5824  -0.24
H 5.9866 -1.6546 -0.7236  0.43
H 4.4851 -1.2992 1.2219  0.46
H 2.0602 -1.4561 0.9583  0.19
H 2.5559 -2.2388 -3.2226  0.49
H 4.9877 -2.1466 -2.9413  0.41
H -1.3022 -1.0251 -2.8311  0.22
H -2.5122 -2.4037 -4.4682  0.45
H -1.7699 -4.7243 -4.9354  0.41
H 0.1776 -5.6462 -3.7091  0.38
H 1.3400 -4.2912 -2.0192  0.52
C -1.5773 2.4647 -1.9586  -1.43
C -2.2559 3.1553 -0.7751  0.32
C -3.6792 2.6295 -0.5662  -1.20
C -1.5095 3.1217 0.5458  0.74
C -1.2639 4.3339 1.1833  -0.72
C -0.7186 4.3953 2.4574  -1.73
C -0.4738 3.2081 3.1281  -0.82
C -0.7165 1.9649 2.5460  0.41
C -0.5641 0.7298 3.4160  0.01
C 0.5727 -0.2002 3.0005  -0.98
C -1.8880 -0.0291 3.5388  -1.54
C -1.1807 1.9205 1.2146  0.19
O -1.3410 0.7596 0.5711  0.20
H -2.2027 2.5696 -2.8485  0.58
H -1.4358 1.4031 -1.7719  -0.14
H -0.6026 2.9066 -2.1820  0.31
H -2.3292 4.2145 -1.0405  0.68
H -3.6559 1.5710 -0.3097  -0.13
H -4.2758 2.7536 -1.4734  0.45
H -4.1752 3.1616 0.2472  0.43
H -1.5208 5.2505 0.6625  0.45
H -0.5197 5.3486 2.9305  0.38
H -0.1039 3.2344 4.1478  0.45
H -0.3040 1.1106 4.4083  0.76
H 0.3504 -0.6717 2.0438  -0.18
H 0.6849 -1.0167 3.7171  0.62
H 1.5274 0.3272 2.9282  0.32
H -2.2387 -0.3634 2.5621  0.05
H -2.6580 0.6082 3.9766  0.45
H -1.7688 -0.9096 4.1749  0.44

Forces on atoms 1 to 2 (eV/Å):
0.03 0.04 -0.20
-0.02 -0.04 -0.02

***

(6)
This record from the OMol25 dataset describes a structure of composition C3H7ClO2Si in a non-equilibrium geometry. The level of theory is ωB97M-V/def2-TZVPD.

Kohn-Sham gap	8.84	eV
charge	0

Each line ends with the Mulliken charge.
Geometry (Å):
C -0.2386 2.3390 0.8193  0.02
C 0.5048 -0.6212 -2.0973  -0.52
C -0.5659 -0.9876 1.2109  -1.04
O 0.3488 3.2493 0.3214  -0.40
O -0.6803 -0.1351 -1.4991  -0.26
Si -1.1652 0.2903 -0.0194  0.61
Cl -3.0990 0.6143 -0.2250  -0.24
H -0.5228 2.2327 2.0089  0.15
H 1.2849 -1.0018 -1.3130  0.23
H 0.9888 0.1137 -2.6156  0.26
H 0.0976 -1.4091 -2.7624  0.22
H 0.5734 -0.8871 1.0993  0.28
H -0.7858 -0.6630 2.2096  0.36
H -1.0957 -1.8964 1.2499  0.34

Forces on atoms 1 to 2 (eV/Å):
-1.47 -2.56 0.92
-0.64 -2.87 2.43

***

Number 1: E_tot -3018.8164 Ha. Number 2: E_tot -1905.6995 Ha. Number 3: E_tot -4592.0791 Ha. Number 4: E_tot -5502.8702 Ha. Number 5: E_tot -3279.3721 Ha. Number 6: E_tot -1018.6781 Ha.